2 unconnected molecules or ions with the total composition C27H32F8NO6 in a non-equilibrium geometry, computed with ωB97M-V/def2-TZVPD.

Output
LUMO level in eV: -4.72
Molar mass in g mol⁻¹: 618.54
Energy in eV: -64025.5678
Orbital gap in eV: 6.20

The geometry in ORCA input format:
```
! RIJCOSX wB97M-V def2-TZVPD def2/J DEFGRID3
* xyz 1 1
C 1.8014 -4.3367 0.5873
C 1.9356 -3.1277 -0.3615
C 1.2875 -1.8669 0.2238
F -0.0619 -1.8064 -0.0329
C 1.9838 -0.6049 -0.2513
C 2.9057 0.0586 0.5638
C 3.2909 -0.4224 1.9470
O 4.6664 -0.8117 1.8425
C 5.0010 -1.8544 2.6771
C 5.8409 -2.9312 2.0832
O 4.6354 -1.8569 3.8067
C 3.5444 1.2131 0.0881
C 4.5527 1.9159 0.9690
O 5.6879 1.9229 0.6841
O 4.0915 2.4647 2.1184
C 3.2464 1.6870 -1.1915
C 3.8883 2.9691 -1.6934
F 5.2081 2.8250 -1.8129
F 3.6588 3.9484 -0.7790
C 3.3785 3.5052 -3.0579
F 3.5402 2.5831 -4.0221
F 4.1721 4.5363 -3.3716
C 1.8982 4.0395 -3.0492
F 1.2422 3.6211 -1.9569
F 1.2489 3.6056 -4.1196
F 1.8976 5.3589 -3.0494
C 2.3468 0.9778 -1.9479
N 1.7388 -0.1232 -1.4912
C 0.7734 -0.7333 -2.4475
C -0.5203 0.0392 -2.5190
C -1.1260 0.1696 -3.7632
C -2.3334 0.8458 -3.8945
C -2.9594 1.4089 -2.7910
C -2.3535 1.2923 -1.5371
C -3.0299 1.8834 -0.3303
C -1.1478 0.6115 -1.4109
H 1.3076 -4.0688 1.5195
H 1.2185 -5.1388 0.1517
H 2.7861 -4.6994 0.8580
H 3.0009 -2.9030 -0.4247
H 1.5837 -3.3560 -1.3604
H 1.3818 -1.9502 1.2945
H 3.1708 0.3971 2.6474
H 2.7255 -1.2709 2.3019
H 6.1001 -2.6667 1.0597
H 6.7729 -3.0084 2.6290
H 5.2994 -3.8698 2.0830
H 3.4048 3.1117 1.8932
H 2.0773 1.3108 -2.9356
H 1.2300 -0.6345 -3.4274
H 0.6476 -1.7893 -2.2660
H -0.6916 -0.2630 -4.6563
H -2.8282 0.9326 -4.8501
H -3.8948 1.9337 -2.9001
H -2.6835 1.4370 0.5967
H -2.9168 2.9641 -0.2750
H -4.0955 1.6743 -0.3937
H -0.6852 0.5243 -0.4389
C -8.1707 -0.1687 2.2731
O -7.6015 -1.3549 2.8002
C -6.6776 -1.9766 1.9237
C -5.2463 -1.6708 2.3073
O -4.9362 -0.2927 2.1488
C -4.9672 0.4279 3.3700
H -8.6621 0.3534 3.0922
H -7.4148 0.4865 1.8345
H -8.9262 -0.4109 1.5181
H -6.8693 -1.6813 0.8875
H -6.8369 -3.0566 2.0017
H -4.5781 -2.2299 1.6439
H -5.0501 -1.9933 3.3340
H -4.0728 0.2111 3.9647
H -5.8569 0.1928 3.9567
H -4.9761 1.4900 3.1281
*
```

Atomic partial charges in e from the Löwdin method, atoms 1 to 8: C -0.055; C -0.144; C -0.267; F 0.041; C -0.022; C 0.004; C -0.083; O 0.005

***

A molecular structure, C27H32IN7O2Pd in a non-equilibrium geometry, computed with ωB97M-V/def2-TZVPD.

Output
LUMO level (alpha / beta) in eV: -11.03 / -14.24
Molar mass in g mol⁻¹: 719.92
Energy in eV: -54580.1959
⟨S²⟩: 6.042
Orbital gap (alpha / beta) in eV: 6.70 / 3.49

The geometry in ORCA input format:
```
! RIJCOSX wB97M-V def2-TZVPD def2/J DEFGRID3
* xyz 4 5
Pd 0.8888 1.5686 1.9161
C 0.9922 5.3133 -0.0774
C -0.3979 5.5427 -0.4628
C -1.2409 4.4927 -0.0968
C -0.7290 3.3169 0.5342
N 0.5486 3.2335 0.9354
C 1.4138 4.1436 0.4959
C -1.6219 2.2890 1.0202
C -2.9116 2.1994 0.6953
C -3.7706 1.5963 1.5789
C -3.2775 0.7875 2.6563
C -1.9074 0.6381 2.7035
N -1.0958 1.4152 1.9336
H 1.7365 6.0888 -0.2437
H -0.7770 6.4487 -0.9436
H -2.2897 4.5856 -0.2356
H 2.4446 3.9825 0.8355
H -3.3237 2.7196 -0.1660
H -4.7835 1.8952 1.3964
H -3.9060 0.4409 3.4445
H -1.3369 -0.0430 3.4010
C 4.1562 1.0820 -3.9767
C 3.6423 -0.3199 -3.7005
N 3.2808 -0.4291 -2.2628
C 2.0362 -1.0436 -1.9687
C 0.8201 -0.1570 -2.2763
C 4.3521 -0.5526 -1.3436
O 5.4965 -0.8646 -1.6723
C 4.1131 -0.1335 0.0702
C 4.9736 -0.5551 1.1071
C 4.7612 -0.0437 2.3638
C 3.7995 0.9706 2.5062
N 2.9168 1.2802 1.5664
C 3.1101 0.7962 0.3321
H 4.8749 1.3975 -3.1754
H 3.3096 1.8577 -3.9866
H 4.6460 1.2028 -4.9947
H 4.4103 -1.0852 -3.9218
H 2.7473 -0.6338 -4.2643
H 1.9679 -1.3516 -0.8507
H 1.8911 -1.9441 -2.6005
H 1.1343 0.7626 -2.7633
H 0.2841 -0.0102 -1.3717
H 0.1534 -0.7348 -2.9766
H 5.7605 -1.2739 0.8772
H 5.3938 -0.3458 3.1942
H 3.6665 1.4999 3.4534
H 2.3455 1.0911 -0.4074
I -3.5079 -0.1199 -2.3953
C -4.8544 -1.7002 -2.7147
C -5.4101 -2.0265 -3.9637
C -6.2087 -3.1251 -4.0784
C -6.5498 -3.8353 -2.9287
C -6.0416 -3.3940 -1.7138
N -5.1196 -2.3801 -1.6243
H -5.2035 -1.3369 -4.7979
H -6.6500 -3.2916 -5.0494
H -7.2675 -4.6515 -3.0194
H -6.3311 -3.8581 -0.7667
C 0.0185 -4.0575 2.7929
N -0.5942 -3.3915 3.9013
C -0.0218 -2.2363 4.3870
N -0.3262 -1.9280 5.6786
O 0.6308 -1.4777 3.6346
H -0.8153 -4.5635 2.1995
H 0.8077 -4.8074 3.1096
H 0.5607 -3.3050 2.1572
H -1.0803 -4.0454 4.5661
H -0.8113 -2.5453 6.3212
H 0.0764 -1.0405 6.0270
*
```

Atomic partial charges in e from the Löwdin method, atoms 1 to 8: Pd 1.269; C 0.023; C 0.070; C 0.046; C -0.187; N -0.072; C -0.105; C -0.243

***

A single C27H32N4O3 molecule, computed with ωB97M-V/def2-TZVPD.

Output
LUMO level in eV: 0.54
Molar mass in g mol⁻¹: 460.58
Energy in eV: -40620.4601
SMILES string: [H]/N=C1\O[C@]23CCCC[C@@H]2C(C#N)(C#N)[C@@]1(C#N)[C@H](c1ccc(OCCCCCCCC)cc1)O3
Orbital gap in eV: 9.25

The geometry in ORCA input format:
```
! RIJCOSX wB97M-V def2-TZVPD def2/J DEFGRID3
* xyz 0 1
H -3.6870 -0.0337 3.2770
N -3.6324 -0.7444 2.5556
C -3.9201 -0.3579 1.4054
O -4.2917 0.9018 1.0617
C -4.5113 1.0596 -0.3355
C -4.7902 2.5333 -0.6192
C -6.1145 2.9761 -0.0072
C -7.2568 2.0990 -0.5090
C -6.9991 0.6423 -0.1345
C -5.6923 0.1616 -0.7639
C -5.3225 -1.3024 -0.3805
C -5.3649 -2.1512 -1.5577
N -5.4013 -2.7821 -2.5082
C -6.2232 -1.8782 0.6049
N -6.9232 -2.3383 1.3795
C -3.8798 -1.2885 0.2164
C -3.4586 -2.6260 0.5610
N -3.1612 -3.7073 0.7712
C -2.9261 -0.6337 -0.8189
C -1.5057 -0.6891 -0.3122
C -0.7117 -1.7911 -0.6126
C 0.5693 -1.8774 -0.1193
C 1.0972 -0.8622 0.6848
O 2.3608 -1.0709 1.1233
C 3.0563 -0.0529 1.8144
C 3.5398 1.0724 0.8938
C 4.3440 0.5568 -0.3007
C 5.6693 -0.0944 0.0883
C 6.4846 -0.4686 -1.1479
C 7.7300 -1.2963 -0.8271
C 8.7668 -0.5907 0.0485
C 9.3557 0.6553 -0.6024
C 0.3033 0.2421 0.9777
C -0.9872 0.3171 0.4854
O -3.3533 0.7056 -1.0425
H -3.9602 3.1133 -0.2154
H -4.7991 2.6591 -1.7025
H -6.2967 4.0192 -0.2668
H -6.0494 2.9018 1.0798
H -8.1984 2.4235 -0.0652
H -7.3447 2.1907 -1.5939
H -7.8224 0.0100 -0.4749
H -6.9369 0.5575 0.9539
H -5.7661 0.2334 -1.8556
H -2.9997 -1.1815 -1.7726
H -1.1022 -2.5836 -1.2336
H 1.1918 -2.7294 -0.3400
H 2.4454 0.3550 2.6292
H 3.9121 -0.5666 2.2582
H 4.1480 1.7570 1.4884
H 2.6772 1.6255 0.5162
H 3.7355 -0.1645 -0.8503
H 4.5444 1.3981 -0.9688
H 5.4781 -0.9981 0.6690
H 6.2372 0.5982 0.7126
H 5.8507 -1.0562 -1.8170
H 6.7699 0.4373 -1.6855
H 8.2065 -1.5828 -1.7682
H 7.4183 -2.2152 -0.3240
H 8.3206 -0.3249 1.0083
H 9.5754 -1.2974 0.2514
H 10.1580 1.0585 0.0118
H 9.7621 0.4158 -1.5828
H 8.6014 1.4286 -0.7219
H 0.6686 1.0472 1.5952
H -1.5882 1.1844 0.7155
*
```

Atomic partial charges in e from the Löwdin method, atoms 1 to 8: H 0.087; N 0.247; C -0.383; O 0.101; C -0.436; C -0.066; C -0.173; C -0.177

***

A single C27H32N4O5 molecule in a non-equilibrium geometry, computed with ωB97M-V/def2-TZVPD.

Output
LUMO level in eV: 0.62
Molar mass in g mol⁻¹: 492.58
Energy in eV: -44716.7542
SMILES string: Cc1ccc([C@@H](C(=O)NC2CCCC2)N(Cc2ccco2)C(=O)CCC(=O)Nc2cc(C)on2)cc1
Orbital gap in eV: 9.24

The geometry in ORCA input format:
```
! RIJCOSX wB97M-V def2-TZVPD def2/J DEFGRID3
* xyz 0 1
C 3.5845 1.0052 -5.4886
C 2.8766 1.0801 -4.1711
C 2.5032 -0.0740 -3.4938
C 1.8835 -0.0087 -2.2603
C 1.6244 1.2228 -1.6656
C 1.0020 1.3249 -0.2993
C -0.5088 0.9823 -0.1982
O -1.0354 0.9918 0.8999
N -1.1251 0.8458 -1.3746
C -2.5342 0.5449 -1.5669
C -3.4737 1.5717 -0.8990
C -4.5439 0.7488 -0.1697
C -4.4589 -0.6440 -0.7895
C -2.9612 -0.8151 -1.0016
N 1.6921 0.5318 0.7135
C 2.8434 1.1792 1.3122
C 3.9112 1.3871 0.2833
C 4.6802 0.4981 -0.4093
C 5.4546 1.2653 -1.3117
C 5.0985 2.5599 -1.1004
O 4.1652 2.6436 -0.1391
C 1.2774 -0.7420 0.9204
O 0.4516 -1.2614 0.1905
C 1.7972 -1.4478 2.1551
C 1.1348 -0.8353 3.4050
C -0.1860 -1.5398 3.6870
O -0.2578 -2.4461 4.4887
N -1.2402 -1.0779 2.9636
C -2.5111 -1.6018 3.0400
C -2.9869 -2.6937 3.8193
C -4.3101 -2.7634 3.5016
C -5.3961 -3.6685 3.9500
O -4.6066 -1.7994 2.6111
N -3.4866 -1.0830 2.3317
C 1.9807 2.3796 -2.3500
C 2.5972 2.3078 -3.5846
H 3.3390 0.0835 -6.0106
H 3.3218 1.8512 -6.1197
H 4.6633 1.0269 -5.3300
H 2.7023 -1.0392 -3.9366
H 1.5929 -0.9157 -1.7543
H 1.0659 2.3709 0.0323
H -0.5284 0.7600 -2.1836
H -2.6904 0.5559 -2.6503
H -3.9144 2.2245 -1.6533
H -2.9167 2.1903 -0.1994
H -4.2894 0.6670 0.8850
H -5.5356 1.1888 -0.2641
H -4.9837 -0.6770 -1.7472
H -4.8741 -1.4052 -0.1338
H -2.7029 -1.6370 -1.6678
H -2.4736 -0.9680 -0.0406
H 3.2267 0.5805 2.1362
H 2.5441 2.1579 1.7045
H 4.6891 -0.5664 -0.2957
H 6.1731 0.8990 -2.0152
H 5.4264 3.4771 -1.5468
H 1.5205 -2.5006 2.0762
H 2.8835 -1.3928 2.2208
H 1.7730 -0.9984 4.2748
H 0.9700 0.2342 3.2715
H -1.1378 -0.3221 2.2853
H -2.4198 -3.3007 4.4893
H -5.8264 -4.1895 3.0962
H -6.1889 -3.0947 4.4274
H -5.0006 -4.3935 4.6543
H 1.7819 3.3457 -1.9077
H 2.8732 3.2182 -4.0969
*
```

Atomic partial charges in e from the Löwdin method, atoms 1 to 8: C -0.049; C -0.281; C -0.028; C -0.021; C -0.199; C -0.121; C -0.437; O 0.050